Record 1
# C26H23N6OReS

A structure of composition C26H23N6OReS (the ωB97M-V functional and the def2-TZVPD basis, the OMol25 dataset).

Computed properties:
multiplicity: 2
total charge: +1
calculated total energy: -51283.522 eV

Geometry as XYZ:
```
58
Properties=species:S:1:pos:R:3:mulliken_charge:R:1
Re -0.11360 0.04927 -0.94005 0.511
N -3.42835 -2.81676 -0.86892 -0.427
C -2.44055 -1.93819 -0.59640 0.744
S -2.11021 -0.72569 -1.83196 -0.559
N -1.84421 -1.98380 0.54087 -1.311
N -0.83202 -1.02318 0.70572 1.177
C -0.40585 -0.98815 1.93246 -0.868
C 0.66303 -0.21630 2.45903 1.107
C 0.95646 -0.37512 3.83502 -1.101
C 2.00409 0.28263 4.41800 -0.778
C 2.80169 1.12275 3.62086 -0.493
C 2.54401 1.29926 2.28550 -0.517
C 1.45890 0.64162 1.67333 0.690
O 1.22973 0.88253 0.40820 -0.679
H -3.89928 -2.80372 -1.75353 0.201
H -3.69879 -3.48532 -0.16853 0.235
H -0.91693 -1.66983 2.60715 0.501
H 0.33030 -1.03776 4.42011 0.440
H 2.22185 0.15705 5.46844 0.447
H 3.63743 1.64423 4.06999 0.440
H 3.15222 1.95060 1.67275 0.524
C -2.17912 3.02162 3.05640 -0.543
C -1.10848 3.70725 2.49392 -0.682
C -0.65024 3.36704 1.23337 -0.240
C -1.27369 2.32767 0.55889 0.341
C -2.34008 1.62942 1.10172 -0.224
C -2.79780 1.99329 2.36049 -0.800
N -0.76631 1.93681 -0.73713 1.249
N -0.55225 2.89435 -1.53780 -1.172
C -0.04707 2.42278 -2.72228 0.450
C 0.10290 3.27539 -3.81549 -0.615
C 0.46874 2.72801 -5.01887 -0.279
C 0.64589 1.34514 -5.10219 -0.905
C 0.50786 0.57085 -3.97655 0.052
N 0.20653 1.10155 -2.77006 0.004
H -2.53369 3.29415 4.04103 0.431
H -0.62758 4.50697 3.04041 0.411
H 0.18578 3.87696 0.77624 0.494
H -2.81679 0.83461 0.54308 0.517
H -3.64109 1.47188 2.79238 0.448
H -0.10014 4.32757 -3.68214 0.536
H 0.59144 3.35122 -5.89337 0.428
H 0.89073 0.86833 -6.03998 0.453
H 0.62153 -0.50182 -4.01800 0.305
C 1.66556 -0.90570 -1.55482 -1.861
C 1.27747 -2.25122 -1.05228 0.613
C 1.77969 -2.70492 0.17669 -0.309
C 1.44602 -3.95537 0.64942 -0.815
C 0.61094 -4.78524 -0.09962 -0.408
C 0.11859 -4.35856 -1.32120 -0.798
C 0.44393 -3.09431 -1.79115 0.098
H 1.89115 -0.88600 -2.61595 0.833
H 2.49121 -0.47972 -0.99340 0.492
H 2.43638 -2.06261 0.75129 0.530
H 1.84684 -4.29965 1.59349 0.448
H 0.35728 -5.76939 0.27123 0.427
H -0.51790 -5.00517 -1.90996 0.431
H 0.05587 -2.75931 -2.74588 0.376
```

Record 2
# C26H24Cl3CrN4OS

A structure of composition C26H24Cl3CrN4OS (the ωB97M-V functional and the def2-TZVPD basis, the OMol25 dataset).

Computed properties:
multiplicity: 4
total charge: +2
calculated total energy: -112169.565 eV

Geometry as XYZ:
```
60
Properties=species:S:1:pos:R:3:mulliken_charge:R:1
Cr -2.59151 0.92127 -0.60188 0.785
C -4.22740 2.02317 0.42902 -0.556
C -4.80601 0.92397 -0.23148 -0.400
C -4.23080 -0.24513 0.30252 -0.545
C -3.33290 0.13697 1.35192 -0.336
C -3.33560 1.53117 1.43152 -0.390
H -4.51721 3.05807 0.30432 0.539
H -5.61730 0.96397 -0.94198 0.544
H -4.53830 -1.25803 0.08172 0.552
H -2.86190 -0.54653 2.04242 0.645
H -2.86451 2.13297 2.19462 0.552
N -2.49521 0.90407 -6.70998 -0.423
C -2.48021 0.89287 -5.38038 1.141
C -2.47110 2.08557 -4.62178 -0.868
C -2.48511 2.02477 -3.25568 -0.367
N -2.49910 0.87277 -2.55848 -0.054
C -2.47550 -0.26843 -3.27058 -0.392
C -2.46500 -0.30943 -4.63828 -0.790
H -2.51130 1.77197 -7.22178 0.214
H -2.50920 0.04617 -7.23828 0.214
H -2.45011 3.03867 -5.12288 0.387
H -2.49671 2.93517 -2.66498 0.489
H -2.47241 -1.18373 -2.69028 0.470
H -2.44111 -1.25573 -5.15178 0.383
Cl -0.22691 -6.32783 2.04412 -0.176
C 0.56659 -4.81583 1.87572 0.238
C -0.03651 -3.65943 2.36222 -0.992
C 0.61109 -2.44833 2.22352 -0.144
C 1.84930 -2.35513 1.59782 -0.151
C 2.54509 -1.01693 1.50532 0.120
C 2.68050 -0.52883 0.03592 -0.748
N 1.53559 0.26137 -0.33008 0.291
C 1.52949 1.57707 -0.67648 -0.234
C 0.22239 1.93627 -0.82838 -1.143
N -0.57191 0.85267 -0.56668 0.292
C 0.25770 -0.13813 -0.27068 -0.642
O 3.82819 -1.06703 2.08282 -0.225
C 3.96440 -0.34993 3.29682 -0.851
C 3.77250 1.12687 3.09122 0.385
C 4.59399 1.87787 2.27502 0.439
Cl 5.96989 1.32017 1.45042 -0.148
S 4.08799 3.53497 2.15952 -0.148
C 2.76580 3.20917 3.20072 -0.441
C 2.72140 1.90867 3.61272 -0.725
C 2.44599 -3.52553 1.11992 0.356
Cl 3.98939 -3.47073 0.36132 -0.144
C 1.80919 -4.74993 1.25912 -0.672
H -0.98621 -3.72243 2.86522 0.456
H 0.15529 -1.55383 2.62402 0.579
H 1.92909 -0.27403 2.03312 0.276
H 2.78000 -1.38303 -0.63618 0.334
H 3.58380 0.08057 -0.03748 0.269
H 2.42679 2.15117 -0.79038 0.526
H -0.18661 2.89287 -1.09928 0.480
H -0.04051 -1.13533 -0.00928 0.597
H 4.98579 -0.55873 3.62362 0.412
H 3.26320 -0.72763 4.05202 0.304
H 2.09179 3.99867 3.46602 0.465
H 1.97620 1.53127 4.28822 0.487
H 2.28570 -5.64773 0.90102 0.486
```

Record 3
# C26H24Cl5CsN4

A structure of composition C26H24Cl5CsN4 (the ωB97M-V functional and the def2-TZVPD basis, the OMol25 dataset).

Computed properties:
total charge: -2
calculated total energy: -96468.211 eV

Geometry as XYZ:
```
60
Properties=species:S:1:pos:R:3:mulliken_charge:R:1
Cs 0.12768 -0.42028 -0.41279 1.198
Cl 4.61271 -0.98162 -1.22405 -0.255
C 4.03328 -2.48661 -0.49707 0.495
C 2.67625 -2.71932 -0.46788 -0.869
C 2.31345 -3.90270 0.12729 0.846
Cl 0.58090 -4.29799 0.23169 -0.251
C 3.20344 -4.83188 0.66281 -0.384
Cl 2.67291 -6.31776 1.39517 -0.224
C 4.56619 -4.54779 0.60154 0.518
Cl 5.72210 -5.66936 1.25117 -0.236
C 4.99356 -3.35756 0.01419 -0.373
Cl 6.69684 -3.01068 -0.05608 -0.229
C -4.43536 3.33817 2.07921 -0.370
C -3.17799 2.75804 2.16367 -0.552
C -2.66871 2.01946 1.10435 0.658
C -3.40877 1.87172 -0.06511 -0.257
C -4.67901 2.44845 -0.14743 -0.308
C -5.18505 3.17196 0.91793 -0.549
N -2.81749 1.10204 -1.10516 0.354
N -3.33795 1.26850 -2.21596 -0.484
C -2.80103 0.53103 -3.31647 -0.145
C -3.66069 0.58935 -4.42112 -0.489
C -3.31877 -0.08068 -5.58319 -0.492
C -2.10823 -0.76951 -5.60875 -0.485
C -1.27440 -0.77300 -4.49171 -0.595
C -1.55446 -0.12728 -3.26817 0.086
H -4.83649 3.90676 2.91033 0.349
H -2.57820 2.86427 3.05953 0.426
H -1.68395 1.56610 1.21108 -0.331
H -5.24694 2.31334 -1.05813 0.390
H -6.17518 3.61016 0.85015 0.321
H -4.58312 1.15581 -4.34008 0.339
H -3.96934 -0.06776 -6.45148 0.315
H -1.81117 -1.30031 -6.51073 0.316
H -0.33849 -1.32483 -4.59452 0.280
C 2.66172 5.27217 0.68864 -0.881
N 2.26091 4.25043 -0.25040 0.252
C 2.13055 4.38013 -1.61654 -0.161
C 1.66692 3.17292 -2.05777 -0.758
N 1.50633 2.31813 -1.00048 -0.024
C 1.86872 2.99076 0.06759 -0.191
H 3.08408 6.11385 0.14283 0.301
H 3.41823 4.88323 1.36940 0.317
H 1.81063 5.62221 1.27421 0.290
H 2.37457 5.29777 -2.12439 0.361
H 1.43005 2.86821 -3.06391 0.412
H 1.81194 2.62080 1.08365 -0.134
C 1.46962 -0.45608 4.45804 -1.746
C 1.28535 -0.11154 2.96659 1.562
C 2.66884 0.13720 2.36041 -1.189
C 0.34959 1.04872 2.65969 -1.039
H 2.10647 -1.34044 4.61187 0.368
H 0.49954 -0.64283 4.92511 0.372
H 1.92588 0.39418 4.97747 0.328
H 0.89003 -1.03494 2.50286 -0.070
H 3.09692 1.04729 2.80050 0.312
H 2.61523 0.29085 1.27887 -0.027
H 3.36706 -0.68493 2.54855 0.402
H 0.80147 1.98159 3.06254 -0.067
H -0.59643 0.91256 3.22082 -0.004
```

Record 4
# C26H24ClCoN5O10S2

A structure of composition C26H24ClCoN5O10S2 (the ωB97M-V functional and the def2-TZVPD basis, the OMol25 dataset).

Computed properties:
multiplicity: 4
calculated total energy: -127096.915 eV

Geometry as XYZ:
```
69
Properties=species:S:1:pos:R:3:mulliken_charge:R:1
Co -0.42806 0.41027 0.12433 0.419
O 1.07082 3.61338 4.37531 -0.586
C 1.23477 2.36715 4.78652 0.349
O 1.92162 2.08336 5.73517 -0.629
C 0.59648 1.30600 3.95246 0.239
C 0.59231 -0.05663 4.22376 0.207
Cl 1.28190 -0.84605 5.55195 -0.132
N 0.01010 -0.70080 3.18109 0.443
N -0.33694 0.19993 2.23658 -0.430
C -0.01689 1.39711 2.69729 -0.079
C -0.34253 2.58760 1.82236 1.251
O -0.19908 3.70946 2.30238 -0.767
O -0.71543 2.30264 0.64198 -0.757
C -0.29179 -2.09124 2.98683 0.744
C -0.39141 -2.58352 1.69271 0.229
C -0.70201 -3.91436 1.47783 -1.340
C -0.91591 -4.76588 2.55128 -0.485
C -0.84569 -4.26118 3.83948 -0.785
C -0.54500 -2.92720 4.06582 -0.695
H 0.49020 3.68701 3.55965 0.440
H -0.26388 -1.94059 0.82923 0.706
H -0.78607 -4.27514 0.46232 0.475
H -1.15092 -5.80691 2.38344 0.427
H -1.04353 -4.90268 4.68663 0.395
H -0.54928 -2.55245 5.07573 0.494
C 6.00256 5.03729 5.07172 -1.350
C 5.10238 3.89452 4.62505 -0.243
S 5.53583 3.42505 2.96536 1.323
O 6.90882 2.99371 2.92914 -0.698
O 5.08897 4.45016 2.05274 -0.698
C 4.51372 1.98603 2.63476 0.384
C 4.69619 1.64802 1.16009 -1.854
N 3.62178 0.78456 0.67158 0.474
C 2.49131 1.24399 0.10069 1.219
N 1.64004 0.24463 -0.14471 -0.513
C 2.25563 -0.90318 0.26626 -0.826
C 3.46709 -0.58044 0.78833 0.232
N 4.41341 -1.46880 1.38892 1.076
O 5.43041 -0.98549 1.84828 -0.628
O 4.16266 -2.65038 1.31528 -0.628
C 2.26530 2.67355 -0.23506 -1.981
H 5.72708 5.34034 6.07982 0.401
H 5.88864 5.89550 4.41203 0.353
H 7.04632 4.72983 5.06880 0.357
H 4.05251 4.18061 4.59879 0.218
H 5.22561 3.00382 5.24053 0.421
H 3.48409 2.27433 2.85346 -0.298
H 4.83081 1.17414 3.28691 0.578
H 5.65568 1.17009 0.98553 0.268
H 4.64864 2.56570 0.57691 0.712
H 1.81315 -1.88023 0.18552 0.762
H 3.00216 3.00562 -0.96829 0.560
H 2.35404 3.31673 0.64169 0.366
H 1.26990 2.79590 -0.65284 0.376
O -8.16979 0.44836 -0.20174 -0.465
C -7.23627 -0.14016 0.58005 0.735
O -7.53881 -0.53883 1.66973 -0.552
C -5.85224 -0.24928 0.02570 0.745
C -4.82981 -0.55413 0.92014 -0.832
C -3.52691 -0.67581 0.48122 0.243
C -3.20568 -0.49530 -0.86649 0.424
S -1.54704 -0.64582 -1.46628 -0.559
C -4.23271 -0.20737 -1.76300 -1.165
C -5.53814 -0.08609 -1.32036 -0.832
H -7.76963 0.79974 -1.00670 0.289
H -5.08318 -0.69802 1.96155 0.458
H -2.74580 -0.92908 1.18847 0.341
H -3.99813 -0.07656 -2.81006 0.430
H -6.30531 0.11355 -2.05965 0.244
```